(1)
Below is one molecule with the formula C3H2FNOS, with properties calculated with ωB97M-V with the def2-TZVPD basis set.

Structure (XYZ):
```
9
Properties=species:S:1:pos:R:3
S -2.359 0.352 -0.014
F 0.306 2.405 0.010
O -0.028 -1.039 0.013
N 1.576 0.424 -0.011
C -0.572 0.187 -0.010
C 1.301 -0.795 -0.003
C 0.399 1.084 -0.015
H 1.971 -1.632 -0.055
H -2.596 -0.987 0.086
```

For the LUMO energy, the calculation gives 0.59 eV. The value obtained for the energy relative to the best compared isomer or geometry (same formula, charge and spin) is 4.2 kcal/mol. The electronic energy is -743.5326 Eh. As for the HOMO energy: -8.84 eV.

---

(2)
Below is ILiN2O10S as an isolated structure, with properties calculated with ωB97M-V with the def2-TZVPD basis set.

Structure (XYZ):
```
15
Properties=species:S:1:pos:R:3
I 4.207 -0.110 -2.382
S -2.137 1.097 -4.251
O -1.004 1.276 -3.432
O 1.165 1.043 3.765
O -0.129 -3.283 2.365
O -3.307 1.678 -3.566
O 1.951 1.386 5.638
O -1.865 1.551 -5.587
O -0.299 -1.943 0.752
O -2.309 -0.319 -4.264
O 3.266 0.976 3.984
O -1.960 -2.927 1.267
N -0.872 -2.695 1.557
N 2.115 1.207 4.471
Li 1.177 1.063 -0.316
```

For the LUMO energy, the calculation gives 8.09 eV. The electronic energy is -1564.8744 Eh. As for the HOMO energy: 4.49 eV. As for the total charge: -4.

---

(3)
Below is one molecule with the formula C8H9P, with properties calculated with ωB97M-V with the def2-TZVPD basis set.

Structure (XYZ):
```
18
Properties=species:S:1:pos:R:3
P 2.589 0.031 1.003
C 1.313 -0.707 -0.434
C -0.801 -1.057 0.674
C -0.045 -0.314 -0.213
C -2.037 -0.533 1.090
C 2.436 0.178 -0.857
C -1.851 1.292 -0.512
C -0.545 0.838 -0.831
C -2.624 0.630 0.517
H 0.119 1.422 -1.348
H 3.465 -1.245 0.948
H -2.496 -1.032 1.967
H 1.913 1.218 -1.091
H -0.488 -1.978 1.041
H 3.326 -0.182 -1.365
H -3.629 1.008 0.844
H -2.238 2.249 -0.917
H 1.592 -1.818 -0.512
```

For the LUMO energy, the calculation gives 0.63 eV. The value obtained for the energy relative to the best compared isomer or geometry (same formula, charge and spin) is 7.9 kcal/mol. The electronic energy is -651.5082 Eh. As for the HOMO energy: -8.09 eV.

---

(4)
Below is C22H28FN4O6Pt as an isolated structure, with properties calculated with ωB97M-V with the def2-TZVPD basis set.

Structure (XYZ):
```
62
Properties=species:S:1:pos:R:3
Pt -2.286 -1.365 -1.427
F -1.753 -0.634 0.049
O 5.139 -0.403 -0.456
O 1.157 2.697 -2.520
O 0.642 -3.675 1.750
O -5.085 1.401 0.911
O 0.207 2.764 1.388
O -4.550 -2.638 2.269
N -0.274 0.680 1.033
N -3.523 0.069 0.208
N -3.135 -1.769 0.894
N -0.217 -1.745 1.068
C 3.497 2.200 -2.464
C 2.077 1.945 -2.107
C -3.066 1.637 2.068
C 0.196 -0.950 -0.615
C 4.253 0.298 -0.967
C 5.859 1.759 -2.169
C 4.560 1.441 -1.876
C -3.970 1.053 0.985
C 1.236 -1.756 -0.099
C 0.449 0.254 -1.238
C 3.841 3.253 -3.361
C -1.553 2.243 -0.300
C 1.775 0.694 -1.336
C -0.271 -3.099 1.237
C 2.532 -1.323 -0.262
C 5.154 3.432 -3.806
C -1.597 -3.814 0.972
C -3.442 -2.196 2.095
C -0.470 1.924 0.732
C -2.404 -2.167 3.265
C 2.826 -0.101 -0.861
C 6.173 2.754 -3.132
H -3.831 -1.902 0.175
H 0.686 -1.365 1.312
H 3.053 3.820 -3.835
H 7.202 2.998 -3.349
H -1.983 1.323 -0.696
H 3.406 -1.924 -0.060
H -1.477 -2.562 2.850
H -2.111 -3.313 0.152
H -2.270 2.964 0.092
H -0.356 0.731 -1.778
H -3.510 1.556 3.061
H -2.325 -1.230 3.817
H -1.458 -4.815 0.563
H -0.712 0.021 0.406
H -2.195 -3.813 1.883
H -1.022 2.755 -1.103
H -2.265 -1.293 0.703
H 6.697 1.164 -1.837
H 5.329 4.195 -4.550
H -2.586 -0.303 0.272
H -2.693 -2.617 4.215
H -2.802 2.689 1.957
H -0.825 -1.090 0.598
H -4.255 -0.402 -0.305
H -0.855 -1.196 -0.571
H 0.258 0.403 1.846
H -2.111 1.113 2.036
H 1.034 -2.769 0.216
```

For the LUMO energy (alpha / beta), the calculation gives -4.85 / -6.74 eV. The value obtained for the energy relative to the best compared isomer or geometry (same formula, charge and spin) is 736.8 kcal/mol. The electronic energy is -1743.3744 Eh. As for the HOMO energy (alpha / beta): -12.29 / -12.22 eV. The spin multiplicity is 3. As for the total charge: +1.

---

(5)
Below is C38H39BN3P2Ti as an isolated structure, with properties calculated with ωB97M-V with the def2-TZVPD basis set.

Structure (XYZ):
```
84
Properties=species:S:1:pos:R:3
Ti -1.364 0.499 -0.352
P 1.024 1.393 -0.279
P 0.102 -0.455 1.588
N 1.480 0.318 0.952
N -0.942 -1.246 -1.409
N -1.797 1.468 -1.947
C 0.346 -2.380 -3.073
C 2.701 0.529 1.760
C 4.098 1.081 -3.634
C -4.906 0.994 -0.954
C 0.179 0.641 6.019
C 0.096 -0.088 3.340
C 0.359 -2.231 1.436
C 2.444 4.999 1.019
C -4.431 -0.194 -0.396
C 2.254 1.259 -1.569
C -3.166 1.085 1.215
C -4.520 2.216 -0.429
C 1.295 5.590 1.535
C 4.075 0.111 -2.640
C -0.047 -4.813 -3.640
C 0.015 3.673 0.889
C -1.371 -3.542 -1.913
C -0.204 1.578 5.063
C 0.479 -1.022 4.301
C -0.586 -4.452 1.596
C 2.267 2.227 -2.579
C 0.568 -4.976 1.019
C -0.354 -3.564 -2.865
C -3.640 2.265 0.649
C -0.690 -3.082 1.802
C -0.249 1.212 3.727
C 1.499 -2.757 0.847
C 1.607 -4.132 0.649
C -1.637 -2.391 -1.223
C -2.146 1.040 -2.981
C 0.520 -0.651 5.640
C 0.076 4.929 1.471
C -3.578 -0.153 0.700
C 1.162 3.060 0.379
C 0.033 -1.262 -2.347
C 3.189 2.134 -3.610
C 2.380 3.738 0.439
C 3.145 0.190 -1.612
B -2.588 0.340 -4.272
H 0.769 -4.663 -4.345
H 1.136 -2.320 -3.813
H -0.943 3.179 0.810
H -4.907 3.135 -0.854
H 3.391 5.525 1.062
H 3.118 -0.576 -0.844
H -5.590 0.955 -1.792
H 3.279 3.290 0.029
H 0.658 -6.046 0.863
H -1.397 -5.110 1.886
H -4.771 -1.144 -0.785
H 3.044 -0.414 2.180
H 2.304 -2.099 0.539
H 0.750 -2.030 4.014
H 3.491 0.926 1.125
H 4.785 -0.708 -2.663
H -3.362 3.217 1.079
H 1.349 6.579 1.975
H 0.555 -0.340 -2.529
H -1.584 -2.682 2.273
H -2.624 1.119 2.149
H 3.203 2.883 -4.391
H 0.212 0.922 7.065
H -0.931 -5.137 -4.196
H -2.418 -2.370 -0.482
H -0.820 5.401 1.860
H -3.515 0.973 -4.743
H 4.830 1.019 -4.432
H -0.464 2.588 5.361
H 0.823 -1.374 6.389
H -0.527 1.949 2.983
H -1.965 -4.428 -1.712
H -1.607 0.313 -4.997
H -3.338 -1.057 1.240
H 0.221 -5.626 -2.960
H -2.920 -0.771 -3.869
H 2.507 -4.542 0.207
H 1.566 3.055 -2.560
H 2.516 1.230 2.572
```

For the LUMO energy (alpha / beta), the calculation gives -6.76 / -6.47 eV. The value obtained for the energy relative to the best compared isomer or geometry (same formula, charge and spin) is 19.0 kcal/mol. The electronic energy is -3192.2883 Eh. As for the HOMO energy (alpha / beta): -14.30 / -14.29 eV. The spin multiplicity is 2. As for the total charge: +2.

---

(6)
Below is C15H28AgBN2O4P2 as an isolated structure, with properties calculated with ωB97M-V with the def2-TZVPD basis set.

Structure (XYZ):
```
53
Properties=species:S:1:pos:R:3
Ag -0.232 -4.968 5.212
P 1.217 -3.298 1.961
P -1.341 0.287 1.515
O -0.551 -4.597 -0.482
O -0.345 5.047 1.296
O -1.881 -0.918 0.367
O 0.120 -0.626 1.908
N -2.683 -3.503 -1.269
N 1.385 3.928 -0.001
C -3.389 -4.772 -0.842
C -2.360 -3.691 -2.742
C 1.223 5.711 -2.012
C 3.130 5.843 -0.178
C 1.855 5.115 -0.733
C -0.130 -2.020 1.612
C 2.326 -3.637 0.467
C 3.767 7.084 -0.875
C 0.026 4.092 0.555
C -0.512 1.468 0.234
C 1.862 6.963 -2.717
C -1.102 2.964 0.268
C 3.159 7.665 -2.183
C -0.878 -1.983 0.185
C 0.387 -4.916 2.530
B -1.372 -3.371 -0.509
H -0.734 -4.868 2.279
H 0.283 5.247 -2.459
H -1.271 -4.012 -2.924
H -1.679 3.150 -0.697
H 2.052 3.621 0.723
H -0.947 1.149 2.615
H -2.787 -5.722 -1.120
H 3.424 -3.548 0.788
H -2.511 -2.703 -3.323
H -3.024 -4.515 -3.207
H 0.510 -5.035 3.677
H 2.068 -3.050 -0.476
H 3.638 8.572 -2.696
H 0.137 -4.427 -1.172
H 0.824 -5.854 2.022
H 0.620 1.432 0.467
H 2.182 -4.756 0.195
H 1.416 7.392 -3.682
H -4.409 -4.894 -1.368
H 3.652 5.480 0.783
H -0.981 -2.375 2.327
H -1.879 3.029 1.121
H -0.636 0.967 -0.787
H -0.181 -1.466 -0.593
H -3.571 -4.786 0.288
H -2.595 1.024 1.544
H -1.994 -0.494 2.580
H 4.714 7.576 -0.472
```

For the LUMO energy (alpha / beta), the calculation gives -6.42 / -6.42 eV. The electronic energy is -1852.6684 Eh. As for the HOMO energy (alpha / beta): -9.78 / -9.77 eV. The spin multiplicity is 2. As for the total charge: +1.

---

(7)
Below is a 2-piece molecular cluster, C5H10O2 overall, with properties calculated with ωB97M-V with the def2-TZVPD basis set.

Structure (XYZ):
```
17
Properties=species:S:1:pos:R:3
O -1.381 0.343 -0.210
O 0.188 -2.719 -0.130
C 0.004 0.497 -0.224
C 0.740 -0.516 0.521
C -2.101 1.549 -0.124
C 0.774 0.850 1.053
C 0.769 -1.824 0.709
H -3.158 1.275 -0.096
H 0.206 1.060 1.958
H 0.409 0.905 -1.157
H -1.919 2.201 -0.991
H -1.846 2.098 0.793
H 1.280 -2.312 1.532
H 1.672 1.457 0.929
H -0.352 -2.218 -0.759
H 2.819 -0.787 -1.748
H 2.504 -1.077 -1.138
```

For the LUMO energy, the calculation gives 0.99 eV. The value obtained for the energy relative to the best compared isomer or geometry (same formula, charge and spin) is 102.5 kcal/mol. The electronic energy is -346.8621 Eh. As for the HOMO energy: -8.79 eV.

---

(8)
Below is C49H56BrN6S2SiSr as an isolated structure, with properties calculated with ωB97M-V with the def2-TZVPD basis set.

Structure (XYZ):
```
116
Properties=species:S:1:pos:R:3
Sr 0.278 0.447 -0.989
Br 3.245 -0.889 -0.194
S -1.448 2.575 -1.930
S 4.523 3.175 -2.950
Si -0.474 2.411 2.609
N 1.059 -3.579 -3.669
N -1.538 -1.282 -1.569
N -3.081 2.387 1.203
N 1.780 -7.149 -1.592
N 0.128 0.000 -3.585
N 3.008 -0.381 -3.694
C -0.864 2.425 -3.674
C 5.326 0.178 -3.572
C 4.661 -1.900 -4.538
C 3.739 -4.557 1.653
C 3.575 1.717 -2.657
C 1.699 -4.741 -1.667
C 0.649 5.040 2.574
C 2.517 3.264 -1.379
C -2.312 0.833 6.034
C -2.363 -0.197 -1.010
C -0.926 -3.464 2.173
C 0.612 1.640 1.425
C 0.221 1.387 -4.082
C 1.395 -3.993 1.893
C 0.119 -4.305 2.418
C -5.880 1.567 0.886
C -1.891 1.693 5.030
C 0.943 -4.769 -4.257
C -0.744 -2.323 1.356
C -3.727 1.522 2.185
C 5.667 -1.012 -4.180
C 0.455 -1.933 0.779
C 3.355 -1.532 -4.267
C 1.571 -5.978 -2.294
C 1.553 -2.796 1.127
C -1.722 -1.680 -2.971
C -0.967 -0.856 -4.077
C -1.000 -0.926 5.061
C 0.431 4.192 4.787
C 2.890 -2.520 0.714
C -4.858 0.691 1.598
C 1.387 6.374 4.433
C -5.172 2.473 -0.115
C 1.213 6.209 3.065
C 1.437 -3.591 -2.385
C 3.977 0.477 -3.332
C -2.285 0.939 -2.061
C -1.867 -0.485 6.049
C 2.495 -4.859 2.125
C 2.537 1.880 -1.783
C 3.493 4.058 -1.911
C -0.575 -0.052 4.066
C 0.235 4.002 3.418
C -2.055 3.204 1.864
C -4.061 3.255 0.569
C 1.182 -5.981 -3.635
C 0.998 5.357 5.292
C 3.947 -3.353 0.948
C -1.013 1.273 4.026
H 0.149 3.409 5.480
H 6.708 -1.254 -4.357
H 1.049 -0.417 -3.732
H -3.415 -0.476 -0.878
H -5.877 3.172 -0.573
H -6.398 2.189 1.625
H 2.535 -2.199 -4.516
H -2.974 0.869 2.622
H 1.995 -4.676 -0.630
H -0.002 -5.203 3.014
H 1.793 3.670 -0.680
H 6.088 0.872 -3.246
H -1.774 2.294 -4.265
H 3.658 5.112 -1.742
H -2.526 3.834 2.647
H 1.342 2.356 1.032
H 4.877 -2.851 -5.005
H 1.145 0.753 1.783
H -3.246 1.078 -2.550
H 4.935 -3.084 0.600
H 0.223 1.419 -5.184
H -2.789 -1.720 -3.241
H 1.187 1.748 -3.737
H 1.140 5.468 6.361
H -6.642 0.957 0.393
H -1.639 -1.714 1.207
H -0.457 3.405 -3.930
H -3.538 3.885 -0.153
H -2.991 1.186 6.802
H -4.445 -0.039 0.897
H -5.329 0.122 2.403
H 1.526 6.988 2.380
H -2.261 2.714 5.024
H -1.606 0.519 -2.767
H 0.637 -4.758 -5.299
H 1.059 -6.909 -4.179
H -1.993 0.073 0.001
H -0.573 -1.580 -4.795
H -2.198 -1.162 6.828
H 2.040 -7.959 -2.129
H 2.279 -7.053 -0.722
H 2.329 -5.764 2.701
H -1.904 -3.677 2.593
H 1.551 -2.633 -1.886
H 0.092 -0.415 3.293
H -1.338 -2.697 -3.024
H -4.130 2.136 3.016
H -1.684 -0.227 -4.613
H -4.511 3.932 1.323
H -1.663 3.914 1.124
H 4.577 -5.218 1.839
H -4.742 1.869 -0.923
H 1.830 7.282 4.823
H -0.654 -1.953 5.053
H -1.471 -2.077 -0.948
H 0.546 4.927 1.499
```

For the LUMO energy, the calculation gives 2.11 eV. The value obtained for the energy relative to the best compared isomer or geometry (same formula, charge and spin) is 0.0 kcal/mol. The electronic energy is -5919.9281 Eh. As for the HOMO energy: -3.73 eV. As for the total charge: -1.

---

(9)
Below is C24H39ClN2O2SiYb as an isolated structure, with properties calculated with ωB97M-V with the def2-TZVPD basis set.

Structure (XYZ):
```
70
Properties=species:S:1:pos:R:3
Yb 0.988 -0.053 -0.079
Cl 2.431 -0.037 -2.038
Si -0.404 -0.014 4.289
O 0.127 -4.038 -1.608
O 0.203 4.000 -1.630
N 0.304 2.231 -0.285
N 0.104 -2.251 -0.286
C -1.297 0.020 -4.812
C 0.747 3.745 1.597
C 0.492 -3.726 1.643
C -1.616 2.406 -1.848
C 1.390 4.238 -0.792
C -2.246 0.319 4.528
C 1.299 3.166 0.294
C 1.091 -3.150 0.362
C 1.275 -4.227 -0.706
C -1.354 -1.226 -4.173
C -0.337 2.854 -1.236
C -1.438 1.189 -2.712
C 0.121 0.032 2.536
C -1.326 2.546 -4.844
C -1.480 -1.244 -2.772
C -1.324 1.233 -4.113
C -1.525 -0.045 -2.076
C -1.706 -2.488 -1.967
C 2.633 2.466 0.540
C -0.052 -1.731 5.004
C 2.378 -2.397 0.687
C -1.367 -2.502 -4.960
C 0.507 1.293 5.323
C -0.467 -2.904 -1.263
H 2.952 1.912 -0.362
H 0.402 2.940 2.261
H -0.798 -2.463 4.660
H -2.540 1.289 4.105
H -1.268 2.376 -5.925
H 1.108 0.433 2.248
H -0.483 3.194 -4.569
H 2.815 -1.954 -0.230
H 2.193 -4.087 -1.297
H -0.323 -4.425 1.408
H 0.176 2.308 5.049
H 1.594 1.240 5.169
H 0.939 -2.085 4.684
H -0.095 4.422 1.391
H -1.654 -0.071 -0.987
H -2.863 -0.456 4.049
H 2.561 1.771 1.392
H -2.272 2.155 -1.007
H 3.380 3.226 0.798
H 3.095 -3.097 1.134
H 1.541 4.304 2.108
H -1.227 0.047 -5.904
H 0.106 -2.921 2.284
H -0.072 -1.706 6.105
H -2.246 3.113 -4.646
H -2.068 -3.313 -2.575
H -2.059 3.232 -2.403
H -2.290 -3.070 -4.783
H 2.279 4.125 -1.428
H 0.305 1.147 6.397
H 1.337 5.270 -0.414
H -0.601 -0.022 1.697
H 1.232 -5.258 -0.324
H 2.187 -1.610 1.446
H 1.277 -4.262 2.192
H -0.531 -3.168 -4.717
H -1.312 -2.288 -6.032
H -2.441 -2.282 -1.176
H -2.492 0.331 5.602
```

For the LUMO energy (alpha / beta), the calculation gives 2.67 / 2.65 eV. The value obtained for the energy relative to the best compared isomer or geometry (same formula, charge and spin) is 0.0 kcal/mol. The electronic energy is -3106.3450 Eh. As for the HOMO energy (alpha / beta): -0.15 / -3.23 eV. The spin multiplicity is 2. As for the total charge: -1.